Entry from the Open Molecules 2025 dataset: a structure of composition C24H96AsF6N48O24 in a non-equilibrium geometry (ωB97M-V/def2-TZVPD).

Each line ends with the Mulliken charge.
Atoms and positions in Å:
C (4.62656, -3.45981, -1.33473)  0.4769
H (-0.08052, 8.15371, 2.97817)  0.2298
H (6.45182, -3.27578, -0.45769)  0.2378
N (1.70640, 1.15984, 7.99390)  -0.5702
H (-1.59077, -6.95109, -3.41016)  0.1920
N (3.53740, -2.58173, -1.60959)  0.1628
H (0.62139, 2.59741, -6.33853)  0.1760
H (0.82912, 2.97651, -3.07586)  0.1288
N (-2.15212, 5.58688, -2.25420)  -0.2500
C (2.42210, -5.76364, 1.55428)  0.4481
C (-2.21748, -1.48660, -6.08385)  0.4689
H (5.86800, -0.36588, 2.31544)  0.0248
H (-3.32674, -7.19928, -4.03130)  0.2053
H (-0.44077, -1.61559, -2.17301)  -0.4507
O (-4.45835, -6.62853, -2.05445)  -0.8531
H (-1.71717, 4.22427, 2.87094)  -0.2963
H (2.71367, -0.65841, -7.71220)  0.2772
H (-3.95661, 2.04023, 0.30627)  0.3096
N (-0.70939, -2.22070, -2.96293)  0.8809
N (-6.10981, 0.12401, 3.67047)  -0.4646
H (-2.55871, 0.44684, -6.29624)  0.1212
N (-4.59242, 1.80747, -3.27175)  -0.3568
O (-2.42672, -2.59858, -5.62604)  -0.7544
H (-2.27692, 5.95269, 1.86621)  0.0050
C (-0.27716, -3.56748, -2.98935)  -0.3384
C (0.87739, -7.34358, -2.37694)  0.5039
H (2.64640, -6.87228, -1.47125)  0.1663
H (2.33193, -6.26149, -3.04954)  0.2199
H (3.50917, -0.26658, 5.09527)  0.0718
H (-3.86286, -1.33132, 2.93488)  0.1641
H (5.85591, -1.72074, -1.03063)  0.2057
N (-0.15849, 3.22501, -6.17420)  -0.2144
O (-1.70316, 1.94322, -7.30965)  -0.7543
H (-2.55204, 3.03292, -0.06289)  -0.6947
C (1.88372, 1.21556, -3.48217)  -0.3106
H (3.61065, 0.20401, 1.40478)  -0.2059
H (-4.82713, -4.91456, 3.37733)  0.1750
N (2.05584, -4.68115, 0.77957)  0.1308
C (-2.97549, -2.58409, 4.31169)  0.5241
H (-3.92199, -0.34638, -5.63079)  0.2343
N (2.63681, 4.51813, 1.58469)  0.1917
O (-3.02125, -3.66762, 4.90707)  -0.7163
O (5.68214, 2.64813, 1.37642)  -0.9284
H (2.59857, -2.94442, -1.79810)  0.0574
H (0.69056, -7.89603, -0.26671)  0.2593
O (-3.47615, -0.43247, -1.77552)  -0.6058
N (-2.31123, 2.13814, -3.01972)  1.2738
C (5.20734, 1.51408, 1.55611)  0.2463
N (-0.41191, 0.27246, 7.28307)  -0.4342
N (-2.20791, 4.10713, -6.67247)  -0.6601
H (1.84834, -2.24913, 2.89228)  0.1134
H (-1.49022, -5.68721, -1.34349)  0.0282
H (-1.17692, -1.80654, 4.93411)  0.1914
H (4.34192, 1.73675, -3.73309)  0.2140
N (3.87070, 1.16720, 1.27530)  1.6378
C (-3.87588, 4.08470, 0.84296)  0.0215
H (-1.53844, 2.63068, -3.51271)  -0.4206
H (-1.69214, -1.97306, -3.28583)  -0.1262
N (-2.91238, -0.31949, -5.76949)  -0.0830
H (-2.27492, -0.96876, 0.37835)  -0.3503
O (0.54192, -4.02263, -2.11962)  -0.2613
H (4.72222, 2.69279, -0.50357)  -0.0059
H (-3.17923, 3.92678, 3.66694)  0.3091
C (-3.61372, -1.43696, -1.07449)  -0.2533
H (-3.00504, -5.65938, -0.48882)  -0.0051
C (-1.35582, 2.99575, -6.77489)  0.5487
N (-2.64869, -6.92496, -3.34143)  -0.2420
H (0.84439, -1.40449, -4.73977)  -0.0334
H (0.07619, 4.06858, 4.52106)  0.1075
H (1.64739, 4.82222, 1.64585)  -0.0697
H (2.20351, 0.07110, -6.26439)  0.3791
N (2.09447, -6.87883, -2.32554)  -0.2564
N (2.37570, 0.14216, -2.80423)  1.5976
N (5.17648, 1.40969, -3.27203)  -0.4161
F (-0.48641, -0.68419, 1.27216)  -0.6571
H (-3.68633, 0.77701, 4.01483)  0.4715
H (-0.78691, 0.95024, 7.97473)  0.3066
H (-5.75943, -0.69222, 4.02514)  0.2860
N (-2.02121, -1.61572, 4.42271)  0.0009
N (-5.53865, -5.92704, 0.51620)  -0.2190
H (1.38661, 7.18990, 2.79853)  0.2763
H (-1.05273, -0.39950, -7.53275)  0.2564
C (0.96356, 0.61434, 6.96898)  0.1900
N (-1.71816, 6.71193, 2.16121)  -0.3173
H (-0.22640, -5.32043, -3.88687)  0.2748
N (-2.96747, -1.64279, 0.10289)  0.5818
H (-2.65228, 5.98671, -1.49616)  0.1931
N (3.43405, -5.52195, 2.49016)  -0.2913
H (-4.61565, -3.19816, -0.89386)  0.0658
N (-0.35994, 3.21553, 4.75915)  -0.0792
H (-5.85751, -6.07968, 2.98780)  0.2692
N (-4.55212, -2.33540, -1.37051)  -0.1875
O (-5.89339, 1.51814, 1.87352)  -0.7994
N (-3.92304, 0.97121, 3.05954)  0.4756
H (-0.91948, 0.36434, 6.40027)  0.0934
H (-0.67276, -2.07890, -7.17714)  0.1708
H (-2.72926, 5.44138, -3.03656)  0.2548
N (-2.43305, -5.98875, -1.23133)  -0.0892
H (1.65288, -1.22733, 4.26830)  0.2949
H (-5.48704, 2.18668, -3.02329)  0.2703
H (-2.13794, 4.66952, -5.81673)  0.3616
N (2.00482, -0.63178, -6.97358)  -0.4016
F (1.37038, 0.73887, 2.20095)  -0.2329
F (0.94691, 2.49243, 0.43528)  -0.5429
H (2.93828, 3.62165, 1.32369)  0.1753
H (-3.48405, 1.80504, 2.78700)  -0.6523
H (-5.13181, -6.12423, -0.42373)  0.1313
O (1.80841, -6.83155, 1.50078)  -0.7263
N (-0.63668, 4.54070, -0.91131)  0.3736
N (0.43082, 7.44354, 2.48136)  -0.4459
O (1.46693, 0.29164, 5.87985)  -0.2820
O (4.57961, -4.65608, -1.25045)  -0.5795
H (0.17252, 3.97305, -0.93602)  -0.3536
C (3.54341, 5.35528, 2.28004)  0.4748
H (-3.17777, 3.66488, -6.58372)  0.2922
O (0.17886, -7.26844, -3.35814)  -0.8051
C (-0.38546, 6.37753, 2.31119)  0.4483
O (3.22895, 6.53684, 2.46850)  -0.7981
C (2.09036, -1.91053, -6.37954)  0.2901
O (4.48634, 1.57755, 5.94637)  -0.7017
C (3.59271, -1.56233, 3.55148)  0.1889
H (3.82907, -6.31198, 3.02777)  0.2262
H (5.22057, 4.11419, 1.98873)  0.2225
H (3.47829, 1.58512, 0.41936)  -0.8949
H (-1.01344, 4.83796, 0.01098)  -0.1565
H (-1.16478, -4.04054, -4.81920)  0.2103
H (5.44073, 5.72577, 2.73608)  0.2904
H (2.62772, 1.41534, 7.60184)  0.3001
N (1.08186, 2.01967, -2.78205)  0.4895
N (-3.40141, 2.87961, 0.42723)  0.6397
H (4.47907, 3.29687, -2.06212)  0.2976
C (-3.24766, -6.46865, -2.19683)  0.7264
As (0.23978, 0.87653, 0.95536)  2.4183
H (3.56418, -1.58704, -1.48702)  -0.2705
F (1.38676, 0.21779, -0.15265)  -0.7838
O (4.26847, -2.24200, 2.79519)  -0.7383
N (4.86793, 4.88369, 2.52227)  -0.2883
H (-2.23597, 1.18190, -2.64026)  -0.3067
C (4.51481, 2.61403, 5.29202)  0.3791
H (2.88881, 2.23546, 4.32587)  0.0459
H (-1.94602, -0.98203, 3.66904)  -0.0558
H (1.68935, -2.95546, -4.77808)  -0.0016
N (-0.53632, -4.37943, -4.00579)  0.0559
H (2.16716, -0.19091, -1.87858)  -0.6325
H (2.73223, -3.93300, 0.73865)  0.0065
H (6.93647, 0.83972, 2.51913)  0.2764
H (-0.77933, -7.94428, -1.20885)  0.2439
H (6.14425, 3.42359, 6.14003)  0.2220
C (-1.09360, 4.81692, -2.11806)  0.5499
N (5.82174, -2.75036, -1.06427)  -0.4769
N (-1.28612, -1.28373, -7.14054)  -0.3647
O (-3.26589, 5.10104, 0.54634)  -0.7557
N (1.56120, -1.99354, -5.11843)  0.2748
N (-4.94058, 4.08215, 1.63812)  -0.1965
H (2.75301, -0.51068, -3.49440)  0.2142
O (-2.29705, 2.07642, 5.11076)  -0.7813
F (-0.71232, 1.78257, 2.03418)  -0.0855
H (5.54750, 4.34484, 4.78102)  0.1493
C (-1.67485, 3.00644, 4.56682)  0.3081
H (-1.98219, 7.62840, 1.75971)  0.2518
O (-3.64428, 3.73354, -3.98571)  -0.7872
O (2.19462, 1.29970, -4.66788)  -0.9258
H (-2.85266, -2.58213, 0.46672)  0.2347
H (0.87985, 1.85701, -1.79237)  -0.5127
F (-0.97568, 0.95091, -0.19192)  -0.2803
O (-0.46937, 4.37370, -3.09790)  -0.8244
N (6.05405, 0.62044, 2.11408)  -0.2725
H (-4.31273, 0.91659, -2.76206)  0.3866
O (2.68711, -2.82477, -6.93093)  -0.6991
N (4.42414, 2.45466, -1.42401)  -0.0273
H (5.10439, -0.57863, 4.41576)  0.2351
H (1.23033, 1.94750, 8.46881)  0.2839
H (-4.60525, -2.74278, 3.14104)  0.2417
N (4.07520, -0.70686, 4.42153)  0.0785
C (-4.99285, -5.13874, 1.42016)  0.5963
N (-4.02772, -2.03996, 3.61255)  -0.4752
H (-5.10215, -2.20596, -2.18227)  0.2142
O (-0.09569, 5.19944, 2.19136)  -0.4221
N (2.24788, -1.80196, 3.71098)  -0.2142
C (-5.28105, 0.90481, 2.76600)  0.4218
H (3.95072, -4.63095, 2.64058)  0.1382
H (-7.07920, 0.06857, 3.37923)  0.2658
H (0.18821, 4.14803, -5.90077)  0.1707
H (0.02243, 2.64399, 5.46806)  0.0990
O (-4.06145, -4.35724, 1.13368)  -0.6887
H (-5.23891, 5.03119, 1.70382)  0.2362
O (5.76222, 0.61763, -1.18390)  -0.6418
N (0.22143, -7.87670, -1.17554)  -0.3918
C (-3.52812, 2.61985, -3.43670)  0.2234
H (1.58899, -4.83043, -0.11253)  -0.0044
H (3.69054, 3.70210, 3.86760)  0.2161
H (-5.51712, 3.24217, 1.71830)  0.3046
N (5.45581, 3.55938, 5.43144)  -0.3416
N (3.53210, 2.95956, 4.51476)  -0.0642
C (5.14390, 1.35587, -1.95373)  0.4313
N (-2.16914, 3.84081, 3.65989)  -0.0290
H (5.63388, 0.59020, -3.66533)  0.3047
H (-6.35084, -6.51178, 0.73558)  0.1881
N (-5.45188, -5.20986, 2.67374)  -0.5191

Atomic forces in eV per Å
C 0.21 3.52 0.77
H 0.52 0.42 0.08
H -0.30 0.46 -0.47
N 0.02 1.15 -0.52
H -1.71 -0.30 -0.33
N 0.12 -1.65 -0.20
H -0.47 -0.29 0.09
H -0.06 -0.71 -0.21
N -1.14 1.57 0.05
C -0.20 0.23 0.56
C -0.04 1.56 -2.32
H -0.82 0.52 -0.62
H 0.52 -0.19 -0.24
H -0.01 -1.14 -0.38
O -0.85 0.60 0.74
H 1.27 0.22 -0.44
H -0.48 0.38 0.25
H 0.18 0.30 0.11
N -1.62 -0.19 -0.39
N 0.43 3.32 -2.37
H -0.14 0.99 -0.35
N 0.49 -2.77 1.39
O 0.12 0.01 0.46
H -0.86 -0.53 -0.67
C 2.32 0.39 2.25
C -3.36 -1.33 4.30
H -0.29 0.17 -0.37
H 0.59 0.73 -0.87
H -0.46 0.83 0.83
H 0.69 0.71 -0.34
H -0.17 -0.84 0.08
N 1.53 -0.18 -0.27
O 0.41 0.38 0.18
H 0.66 -0.70 -0.82
C -0.39 -0.93 1.39
H 0.02 -0.16 0.04
H 1.01 0.83 0.68
N 0.61 0.13 0.22
C -0.21 -0.15 1.26
H 0.69 -0.21 0.18
N 1.42 2.62 2.11
O 0.14 1.35 -1.09
O -0.92 -0.08 -0.76
H 0.60 -0.29 0.09
H -0.28 0.34 -0.47
O 0.53 0.53 -0.10
N -0.12 0.33 -0.79
C 0.07 -0.11 0.14
N 1.81 1.92 -0.34
N -2.58 -1.53 0.41
H -0.18 0.06 0.43
H 0.44 0.25 -0.20
H 0.05 -0.22 -0.05
H -0.03 -0.08 -0.31
N 1.96 0.73 -0.06
C 0.45 -2.43 -0.61
H -0.47 -0.81 0.94
H 1.81 -0.74 0.21
N 0.20 -1.41 0.34
H 0.26 0.02 -0.22
O -1.26 1.35 -0.63
H 0.52 0.27 0.63
H 0.21 -0.18 -0.24
C -0.23 0.51 0.67
H 0.37 0.70 1.09
C -0.03 1.11 0.84
N 0.96 0.72 0.93
H -0.23 0.06 -0.07
H 0.35 0.68 -0.36
H 0.76 -0.74 -0.16
H -0.19 0.30 -0.16
N 1.84 -0.57 1.70
N 0.91 -1.23 -0.93
N 0.78 -1.50 -1.89
F 0.66 -0.11 0.87
H 0.07 -0.13 0.50
H 0.10 -0.86 -0.64
H 1.32 -2.32 1.20
N 0.89 -0.86 1.00
N -1.61 -1.85 -1.54
H -0.48 0.47 -0.45
H 0.25 0.57 0.05
C -0.94 -1.59 -0.85
N 0.65 1.94 0.44
H 0.16 -0.63 -0.20
N 0.36 -0.08 0.04
H -0.02 -0.21 0.99
N 0.66 -0.13 0.30
H -0.06 -0.81 0.67
N -0.02 -0.84 0.74
H -0.27 0.01 -0.39
N -0.36 -0.58 -0.27
O 1.40 -0.50 0.58
N -2.35 -1.28 -0.14
H -0.30 -0.12 0.33
H 0.46 0.30 -0.48
H -0.39 -0.43 -1.34
N -1.14 -0.27 0.10
H -0.09 0.56 0.18
H 0.01 0.34 -0.20
H 0.53 -0.46 -0.34
N 0.61 -0.95 0.06
F 0.67 -0.49 0.68
F -0.46 -1.24 0.10
H -0.15 -1.33 -0.16
H 0.79 1.18 -0.93
H -0.09 0.46 0.45
O 0.77 0.20 -0.17
N -0.20 0.30 2.64
N 0.83 -0.68 0.81
O -0.84 0.39 1.47
O -0.56 -0.85 -0.35
H 0.75 -0.37 0.53
C -0.32 -0.31 -2.87
H 1.56 1.13 -0.50
O -1.01 0.44 -2.40
C -2.07 1.02 -1.17
O 0.28 -0.71 1.11
C 0.47 1.09 -0.26
O 0.51 -0.56 0.80
C -2.08 -1.39 1.21
H -0.92 0.74 -0.83
H 0.44 -0.70 -0.48
H 0.25 -0.35 0.73
H 0.27 -0.35 -1.37
H 1.26 -0.89 1.83
H -0.39 -1.27 -0.53
H -0.44 -0.05 0.44
N -0.65 1.50 0.48
N -0.40 0.33 0.30
H -0.31 -1.43 1.19
C 1.35 -1.40 -1.84
As 0.74 1.58 0.55
H 0.71 -0.03 0.19
F 0.19 -0.70 -0.40
O 0.96 -0.16 -1.49
N -2.13 3.06 1.26
H 0.06 0.86 -0.47
C 0.56 -0.40 1.74
H -0.84 -0.61 -0.58
H 0.26 0.75 -0.63
H -0.59 0.88 0.17
N -2.66 2.09 -2.61
H -0.46 0.51 -0.07
H 0.01 0.04 -0.05
H 0.26 1.20 -0.27
H 0.06 -0.04 -0.15
H 0.30 -0.10 0.05
C 1.02 -0.33 -0.83
N -0.66 -0.35 -0.12
N -1.42 -1.78 2.34
O 0.53 1.52 0.00
N 1.01 -1.71 -0.41
N -0.43 0.52 0.32
H -0.14 -0.07 0.78
O 0.22 0.83 0.14
F -0.98 0.02 0.57
H -0.20 -0.71 0.46
C 0.90 -1.24 -0.09
H 0.41 -1.06 0.51
O 0.15 -0.41 0.37
O 0.12 1.09 -0.97
H -0.30 0.14 -0.02
H 0.45 -0.20 -0.65
F -1.02 0.79 -2.05
O -0.02 -0.05 -0.74
N -0.71 -2.51 0.65
H -0.94 1.29 -0.70
O -0.55 -0.03 0.34
N -0.09 0.83 -2.00
H -1.53 0.07 0.37
H 0.61 -0.89 -0.24
H 0.27 0.14 0.45
N 3.10 0.77 -0.13
C 2.20 1.03 -0.91
N -1.97 -1.92 -0.92
H -0.16 0.11 -0.69
O 1.10 -0.90 0.27
N 0.12 -0.84 -1.42
C -2.21 -0.44 1.33
H -1.01 -0.79 -0.66
H 0.42 0.14 -0.21
H -0.94 -0.47 -0.11
H 0.80 -0.44 0.42
O -0.41 -0.18 -0.10
H -1.01 0.20 0.50
O -0.56 -0.44 -1.14
N 2.70 0.64 -1.49
C 0.56 1.15 -0.60
H -0.06 -0.22 0.43
H -0.24 0.14 -0.41
H -0.08 0.23 0.05
N 1.45 1.27 -0.17
N -1.70 0.71 -1.48
C 0.29 2.06 3.41
N -3.55 0.66 0.02
H -0.36 0.34 -0.26
H 0.71 0.50 0.05
N -1.46 -0.83 1.54

Computed properties:
**Net charge**: -1
**Highest occupied orbital energy**: -0.2821 Ha
**HOMO-LUMO gap**: 9.44 eV
**Multiplicity**: 1
**Energy relative to the best compared isomer or geometry (same formula, charge and spin)**: 0.0 kJ/mol